1.
This record from OMol25 describes an isolated ion of composition C4H13N3 and charge -1. The level of theory is ωB97M-V with the def2-TZVPD basis set.

The geometry in XYZ format:
```
20
Properties=species:S:1:pos:R:3:forces:R:3
C 0.059 1.781 0.459 2.57 -4.07 0.03
N 0.458 0.443 -0.159 -4.67 0.99 -1.89
C -0.250 -0.345 -1.249 -0.38 0.49 0.74
C 0.758 -1.310 -1.742 0.58 0.66 -1.18
N 1.002 -2.448 -0.895 0.40 0.21 0.96
C -0.511 1.705 1.904 1.75 0.50 1.29
N -1.063 0.349 2.326 1.22 1.78 -0.71
H 1.078 2.201 0.461 -0.77 1.01 0.29
H -0.559 2.186 -0.282 -1.02 1.02 -0.75
H 1.235 -0.101 -0.039 2.69 -0.33 1.55
H -1.066 -1.033 -0.915 0.00 0.86 0.26
H -0.681 0.151 -2.162 0.50 0.58 1.00
H 1.696 -0.851 -2.018 0.46 0.65 0.43
H 0.496 -1.641 -2.729 -0.86 -0.41 -0.73
H 0.165 -2.644 -0.377 -0.50 0.20 0.68
H 0.903 -3.123 -1.594 0.54 -2.38 -0.95
H 0.445 1.922 2.559 -1.77 -0.61 -0.84
H -1.089 2.677 2.058 -0.16 -1.61 -0.01
H -1.179 -0.251 1.529 0.08 -0.07 -0.47
H -1.898 0.330 2.865 -0.66 0.54 0.29
```
Forces are in eV/Å.

2S+1 = 2
Charge = -1
Orbital gap (spin up / spin down) = 0.095 / 0.313 Eh
Energy relative to the best compared isomer or geometry (same formula, charge and spin) = 241.2 kJ/mol
HOMO level (spin up / spin down) = 1.359 / -4.670 eV

These are the Löwdin partial charges, in e, on atoms 1 to 8: -0.236, -0.062, -0.394, -0.560, -0.036, -0.295, -0.019, 0.093

***

2.
This record from OMol25 describes C17H32MgN2O6 as an isolated structure. The level of theory is ωB97M-V with the def2-TZVPD basis set.

The geometry in XYZ format:
```
58
Properties=species:S:1:pos:R:3:forces:R:3
Mg -0.358 0.079 -0.112 -0.48 0.39 0.18
C 1.320 2.424 -1.019 -0.15 0.83 0.29
C 0.770 2.706 0.380 1.06 0.33 -0.06
O -0.520 2.134 0.499 -0.40 -0.37 0.23
C -1.539 2.969 -0.044 -0.63 0.42 -0.37
C -2.445 2.152 -0.955 -0.06 0.42 0.37
O -1.625 1.247 -1.682 0.42 0.27 0.10
C -2.361 0.407 -2.551 -0.44 -0.53 -0.31
C -3.329 -0.447 -1.726 -0.16 0.29 -0.42
O -2.603 -0.709 -0.544 0.11 0.14 0.03
C -3.277 -1.428 0.460 -0.13 -0.43 0.34
C -2.190 -1.689 1.515 -0.77 0.12 0.26
O -0.919 -1.698 0.900 0.23 -0.07 0.25
C -0.689 -2.846 0.104 0.28 -0.57 -0.46
C 0.510 -2.565 -0.785 -0.01 -1.01 0.60
O 0.305 -1.313 -1.413 -0.31 -0.05 -0.28
C 1.308 -0.984 -2.355 0.74 0.35 -0.66
C 1.300 0.536 -2.517 -0.01 -0.42 -0.67
O 1.141 1.036 -1.206 0.35 -0.15 -0.15
H 2.380 2.705 -1.094 -0.22 -0.08 0.02
H 0.751 2.983 -1.774 0.09 -0.13 0.00
H 0.746 3.780 0.583 -0.06 -0.11 -0.04
H 1.391 2.232 1.139 -0.02 0.07 -0.07
H -1.090 3.786 -0.614 0.06 -0.08 0.10
H -2.127 3.399 0.775 0.12 -0.02 -0.16
H -2.979 2.820 -1.642 -0.01 -0.12 0.14
H -3.160 1.606 -0.336 -0.07 -0.03 -0.15
H -1.624 -0.243 -3.026 -0.09 0.12 -0.07
H -2.892 0.989 -3.315 0.12 -0.09 0.12
H -3.584 -1.380 -2.248 0.05 0.20 0.08
H -4.261 0.095 -1.512 0.15 -0.17 0.07
H -3.701 -2.357 0.057 0.07 0.12 -0.01
H -4.094 -0.837 0.894 0.06 -0.12 -0.07
H -2.371 -2.624 2.052 0.03 0.12 0.03
H -2.161 -0.862 2.225 -0.03 -0.12 0.07
H -1.567 -3.063 -0.513 0.04 0.01 0.05
H -0.471 -3.713 0.742 -0.09 0.15 -0.12
H 0.605 -3.360 -1.534 0.01 0.12 0.11
H 1.419 -2.531 -0.168 -0.08 0.06 -0.23
H 1.130 -1.489 -3.316 0.01 0.12 0.27
H 2.288 -1.314 -1.979 -0.21 -0.02 -0.03
H 0.467 0.861 -3.154 0.15 0.07 0.13
H 2.246 0.874 -2.962 -0.20 -0.06 0.07
C 4.886 -0.440 1.507 0.21 0.07 -0.11
C 3.433 -0.392 1.773 -0.27 -0.12 0.23
C 2.714 -0.414 2.950 0.09 0.03 -0.31
C 1.372 -0.240 2.591 0.54 -0.05 -0.16
N 1.264 -0.138 1.266 -0.26 0.08 0.06
N 2.524 -0.247 0.789 0.45 -0.02 0.22
C 0.228 -0.144 3.523 -0.20 -0.07 -0.05
H 5.424 -0.775 2.389 0.02 -0.03 -0.01
H 5.243 0.559 1.251 0.09 -0.01 0.03
H 5.122 -1.102 0.676 0.04 -0.07 0.00
H 3.104 -0.532 3.938 0.13 0.02 0.27
H 2.717 -0.134 -0.191 -0.11 0.11 0.13
H 0.573 0.238 4.480 -0.08 0.07 0.04
H -0.205 -1.127 3.699 -0.09 -0.05 0.04
H -0.537 0.524 3.129 -0.09 0.05 0.08
```
Forces are in eV/Å.

Charge = +2
Orbital gap = 0.383 Eh
Energy relative to the best compared isomer or geometry (same formula, charge and spin) = 19.2 kJ/mol
HOMO level = -15.013 eV

These are the Löwdin partial charges, in e, on atoms 1 to 8: 0.739, -0.110, -0.133, -0.173, -0.109, -0.126, -0.184, -0.120